--- i ---
{
  "formula": "C5H13NS",
  "method": "ωB97M-V with the def2-TZVPD basis set",
  "species": ["C", "N", "C", "C", "C", "C", "S", "H", "H", "H", "H", "H", "H", "H", "H", "H", "H", "H", "H", "H"],
  "xyz": [[-0.3762, -2.7883, 0.7791], [-0.8633, -1.3672, 0.5606], [-0.3003, -0.9985, -0.7922], [-1.2051, -1.4934, -1.9427], [-0.0331, 0.5318, -0.8359], [1.0575, 1.0941, 0.0263], [0.9287, 2.5781, 1.1350], [0.7070, -2.7615, 0.6915], [-0.7951, -3.0779, 1.7731], [-0.8277, -3.4839, 0.0694], [-1.7914, -1.0757, 1.1205], [0.6913, -1.4020, -0.9874], [-1.4457, -2.4696, -1.8186], [-2.1809, -1.0562, -1.7577], [-0.6768, -1.1802, -2.8948], [0.3614, 0.6711, -1.8379], [-0.9955, 1.1534, -0.8357], [1.1207, 0.2484, 0.8177], [2.0831, 1.2016, -0.4808], [0.0778, 3.4791, 0.6492]],
  "mulliken_charge": [-0.83, -0.28, 0.17, -1.48, -0.64, -0.51, -0.29, 0.26, 0.33, 0.27, 0.25, 0.35, 0.43, 0.34, 0.33, 0.29, 0.41, 0.16, 0.33, 0.10]
}


--- ii ---
{
  "formula": "C5H13NS",
  "method": "ωB97M-V with the def2-TZVPD basis set",
  "species": ["C", "C", "N", "C", "C", "C", "S", "H", "H", "H", "H", "H", "H", "H", "H", "H", "H", "H", "H", "H"],
  "xyz": [[1.9022, 2.0382, -0.8343], [1.8101, 0.7303, -1.6439], [0.5837, -0.0500, -1.4465], [0.1288, -0.2085, -0.0809], [0.8978, -1.3724, 0.5723], [-1.3824, -0.5205, -0.0470], [-2.0998, -0.3595, 1.6222], [2.1574, 1.8437, 0.2042], [0.9663, 2.5922, -0.9311], [2.6643, 2.6905, -1.2667], [1.8622, 1.0244, -2.6947], [2.6986, 0.1260, -1.4529], [-0.0957, 0.3234, -2.0871], [0.2395, 0.6798, 0.5369], [1.9157, -1.4720, 0.2022], [0.3502, -2.2942, 0.3544], [0.9198, -1.3223, 1.6600], [-1.4438, -1.5277, -0.4713], [-1.9984, 0.0957, -0.6999], [-1.7847, -1.5608, 2.1452]],
  "mulliken_charge": [-1.09, -0.60, -0.45, 0.60, -1.33, -1.03, -0.22, 0.30, 0.29, 0.39, 0.43, 0.23, 0.29, 0.27, 0.35, 0.31, 0.32, 0.44, 0.39, 0.12]
}


--- iii ---
{
  "formula": "C5H13NS",
  "method": "ωB97M-V with the def2-TZVPD basis set",
  "species": ["C", "C", "C", "N", "C", "C", "S", "H", "H", "H", "H", "H", "H", "H", "H", "H", "H", "H", "H", "H"],
  "xyz": [[-2.2424, 0.0833, 1.8837], [-1.5516, -1.1888, 1.5000], [-0.8175, -1.0888, 0.1111], [0.2794, 0.0309, 0.0179], [0.8960, 0.0541, -1.3128], [1.8684, 1.1968, -1.2049], [2.7656, 1.2958, -2.9646], [-1.3828, 0.7996, 1.9212], [-2.8126, 0.4350, 1.0237], [-2.8079, 0.1477, 2.8142], [-0.7330, -1.2170, 2.1783], [-2.0618, -2.1167, 1.6762], [-1.4725, -0.8861, -0.7277], [-0.3392, -2.0737, -0.0380], [0.8932, 0.0181, 0.8721], [0.1249, 0.1781, -2.0715], [1.4198, -0.8764, -1.4978], [1.4772, 2.1098, -0.7640], [2.7125, 0.8326, -0.6479], [3.7843, 2.2656, -2.7693]],
  "mulliken_charge": [-0.94, -0.63, -0.69, -0.23, -0.61, -0.67, -0.27, 0.23, 0.26, 0.33, 0.26, 0.42, 0.39, 0.33, 0.26, 0.34, 0.33, 0.41, 0.35, 0.13]
}


--- iv ---
{
  "formula": "C5H13NS",
  "method": "ωB97M-V with the def2-TZVPD basis set",
  "species": ["C", "S", "C", "C", "C", "C", "N", "H", "H", "H", "H", "H", "H", "H", "H", "H", "H", "H", "H", "H"],
  "xyz": [[-3.8292, 0.0177, 0.0510], [-2.0138, 0.4228, 0.2212], [-0.7676, -0.5058, -0.7228], [0.6459, -0.0055, -0.8143], [1.4279, 0.3505, 0.4046], [2.8582, 0.6048, -0.0146], [1.4466, -0.7236, 1.4363], [-4.5103, 0.7839, 0.4542], [-3.8541, -0.9434, 0.3793], [-3.9599, -0.1314, -1.0408], [-0.8273, -1.5640, -0.3555], [-1.2631, -0.5133, -1.7806], [0.5010, 0.9548, -1.3714], [1.0928, -0.7786, -1.5698], [0.9420, 1.2681, 0.9015], [3.0610, 1.7030, -0.0241], [3.2151, 0.1367, -0.9543], [3.4578, 0.2762, 0.7882], [0.4486, -1.0160, 1.6950], [1.9288, -0.3368, 2.3170]],
  "mulliken_charge": [-0.81, -0.11, -0.93, -0.72, 0.68, -1.27, -0.81, 0.28, 0.31, 0.25, 0.41, 0.37, 0.26, 0.31, 0.24, 0.30, 0.32, 0.37, 0.28, 0.26]
}


Order of stability, best first: ii, iii, iv, i


--- i ---
{
  "formula": "C5H13NS",
  "method": "ωB97M-V with the def2-TZVPD basis set",
  "species": ["C", "N", "C", "C", "C", "C", "S", "H", "H", "H", "H", "H", "H", "H", "H", "H", "H", "H", "H", "H"],
  "xyz": [[-0.5201, 2.4228, -1.7430], [0.2989, 1.3243, -1.4050], [-0.3323, 0.1606, -0.9426], [0.6136, -0.9448, -0.4650], [0.9822, -0.6974, 1.0744], [0.0008, -1.1735, 2.2187], [-0.4150, -2.8716, 2.0953], [-0.3898, 3.2120, -1.0478], [-0.1560, 2.8616, -2.7112], [-1.5970, 2.1518, -1.9413], [0.7179, 1.7417, -0.5331], [-1.1029, 0.3442, -0.1996], [-0.8287, -0.3080, -1.7515], [1.5658, -0.9492, -1.0422], [0.1882, -1.9741, -0.6738], [1.9712, -1.2644, 1.0084], [1.0911, 0.4011, 1.2749], [-0.9237, -0.4770, 2.2853], [0.4373, -1.0447, 3.1095], [-1.6015, -2.9155, 1.3896]],
  "mulliken_charge": [-0.87, -0.34, -0.70, -0.58, -0.46, -0.67, -0.25, 0.30, 0.26, 0.31, 0.26, 0.36, 0.39, 0.34, 0.35, 0.28, 0.18, 0.30, 0.42, 0.12]
}


--- ii ---
{
  "formula": "C5H13NS",
  "method": "ωB97M-V with the def2-TZVPD basis set",
  "species": ["C", "C", "C", "N", "H", "H", "H", "H", "H", "H", "H", "C", "C", "S", "H", "H", "H", "H", "H", "H"],
  "xyz": [[0.4481, 1.0709, 2.6465], [-0.6201, 1.2425, 1.8176], [-0.4320, 1.6199, 0.3773], [-1.5670, 0.9884, -0.4191], [0.2593, 0.7446, 3.6902], [1.4998, 1.1773, 2.3517], [-1.5871, 1.1095, 2.2507], [-0.4057, 2.7071, 0.2607], [0.5285, 1.2429, -0.0377], [-1.4558, 1.1704, -1.4283], [-2.4435, 1.4940, -0.1886], [0.4458, -1.5346, -0.1754], [0.3866, -1.5834, -1.6753], [1.9488, -2.2714, -2.3498], [1.1753, -0.8417, 0.1652], [0.7225, -2.5131, 0.1999], [-0.5455, -1.2421, 0.2313], [-0.5007, -2.1131, -2.0318], [0.3614, -0.5267, -2.0500], [1.7812, -1.9413, -3.6354]],
  "mulliken_charge": [-0.79, -0.04, -0.44, -0.58, 0.24, 0.26, 0.30, 0.36, 0.26, 0.20, 0.24, -1.19, -0.21, -0.26, 0.29, 0.48, 0.25, 0.34, 0.18, 0.12]
}


Order of stability, best first: ii, i


--- i ---
{
  "formula": "C5H13NS",
  "method": "ωB97M-V with the def2-TZVPD basis set",
  "species": ["C", "S", "N", "C", "C", "C", "C", "H", "H", "H", "H", "H", "H", "H", "H", "H", "H", "H", "H", "H"],
  "xyz": [[3.6226, -0.9048, -0.1388], [1.6410, 0.0832, 0.2209], [1.6217, 1.4274, -0.5614], [-0.0142, -0.7628, 0.3771], [-1.3193, 0.1055, 0.4462], [-1.1552, 1.5591, -0.0687], [-2.4841, -0.6904, -0.2913], [3.1638, -1.8032, 0.4173], [3.7024, -1.2678, -1.1660], [1.8475, 0.5753, 1.4373], [2.3774, 1.2741, -1.3180], [-0.2151, -1.4915, -0.4101], [0.2511, -1.3626, 1.1916], [-1.5632, 0.1684, 1.4835], [-0.6280, 1.6587, -0.9594], [-0.6320, 2.1010, 0.6400], [-2.1174, 2.0512, -0.1442], [-2.8135, -1.4211, 0.4841], [-3.2388, 0.0316, -0.6147], [-2.0466, -1.3314, -1.0252]],
  "mulliken_charge": [-0.59, 0.25, -0.63, -0.89, 0.71, -1.81, -1.23, 0.12, 0.24, 0.17, 0.23, 0.31, 0.45, 0.26, 0.50, 0.48, 0.41, 0.33, 0.34, 0.35]
}


--- ii ---
{
  "formula": "C5H13NS",
  "method": "ωB97M-V with the def2-TZVPD basis set",
  "species": ["C", "N", "C", "C", "S", "C", "C", "H", "H", "H", "H", "H", "H", "H", "H", "H", "H", "H", "H", "H"],
  "xyz": [[-0.2759, -0.9473, 1.5170], [-0.8161, 0.0707, 2.4142], [-0.6713, 2.1988, -0.5976], [-1.5782, 1.9292, 0.3840], [1.6275, -1.3534, -1.7884], [0.8149, 1.7060, -0.3939], [-1.2497, -1.5126, 0.5288], [0.5707, -0.5514, 0.9188], [0.1219, -1.8168, 2.0969], [0.0280, 0.4013, 2.9493], [-0.8556, 2.4901, -1.6125], [-1.2057, 1.0568, 1.4341], [-2.6559, 1.8592, 0.0941], [2.2746, -2.1113, -2.6511], [0.8240, 1.5485, 0.6872], [1.0228, 0.7670, -0.9374], [1.5427, 2.4728, -0.6502], [-0.6295, -2.3395, 0.1364], [-2.1325, -1.9400, 0.9889], [-1.4712, -0.9219, -0.3702]],
  "mulliken_charge": [-0.15, -0.48, 0.02, -0.74, -0.46, -0.31, -1.06, 0.11, 0.41, 0.33, 0.35, 0.40, 0.30, 0.06, 0.17, -0.31, 0.38, 0.32, 0.34, 0.29]
}


--- iii ---
{
  "formula": "C5H13NS",
  "method": "ωB97M-V with the def2-TZVPD basis set",
  "species": ["C", "C", "N", "H", "H", "H", "H", "H", "H", "C", "C", "C", "S", "H", "H", "H", "H", "H", "H", "H"],
  "xyz": [[2.1721, 2.4912, 1.4786], [0.7263, 0.8425, 2.2279], [1.6734, 1.7955, 2.6228], [2.5242, 1.7929, 0.7068], [3.0005, 3.1387, 1.7716], [1.4093, 3.0961, 0.9675], [0.2395, 0.9973, 1.2751], [0.0364, 0.5709, 3.0249], [1.6968, 0.2123, 2.2240], [-2.1165, -1.6184, -0.5512], [-1.6476, -1.2924, -1.9657], [-0.1241, -1.2821, -2.1409], [0.7385, -0.1869, -0.9915], [-1.8970, -2.6607, -0.3018], [-3.1745, -1.4102, -0.4020], [-1.5431, -1.0283, 0.1595], [-2.1280, -1.9672, -2.6789], [-1.9999, -0.2860, -2.2197], [0.1054, -0.9218, -3.1454], [0.3082, -2.2833, -2.0615]],
  "mulliken_charge": [-0.63, -0.25, -0.33, 0.27, 0.30, 0.33, 0.15, 0.30, 0.28, -0.84, -0.37, -0.67, -0.38, 0.29, 0.32, 0.07, 0.31, 0.25, 0.28, 0.32]
}


--- iv ---
{
  "formula": "C5H13NS",
  "method": "ωB97M-V with the def2-TZVPD basis set",
  "species": ["C", "C", "N", "C", "C", "C", "S", "H", "H", "H", "H", "H", "H", "H", "H", "H", "H", "H", "H", "H"],
  "xyz": [[-2.1102, -0.1480, -1.9041], [-0.6164, -0.3794, -1.8196], [-0.2509, -0.9036, -0.4410], [0.2667, 0.0773, 0.5488], [1.7505, 0.3386, 0.1337], [0.2388, -0.2288, 2.0810], [0.9413, 1.0795, 3.1643], [-2.4288, -0.7929, -2.7446], [-2.3032, 0.9129, -2.2530], [-2.5735, 0.0327, -0.9501], [-0.0718, -1.1569, -2.4732], [-0.1241, 0.6204, -1.8399], [-0.9915, -1.4692, -0.0504], [-0.2933, 1.0687, 0.5049], [1.8353, 0.2687, -0.9621], [2.2571, -0.4951, 0.5294], [2.1038, 1.2778, 0.5534], [0.7741, -1.2932, 2.1880], [-0.6364, -0.3343, 2.7102], [2.2327, 1.5247, 3.0241]],
  "mulliken_charge": [-1.22, -0.29, -0.44, 0.45, -1.29, -0.78, -0.27, 0.29, 0.30, 0.39, 0.36, 0.23, 0.25, 0.14, 0.40, 0.36, 0.30, 0.33, 0.35, 0.11]
}


Order of stability, best first: iv, iii, i, ii


--- i ---
{
  "formula": "C4H12OS",
  "method": "ωB97M-V with the def2-TZVPD basis set",
  "species": ["C", "C", "O", "H", "H", "H", "H", "H", "H", "C", "C", "S", "H", "H", "H", "H", "H", "H"],
  "xyz": [[-2.2532, -1.9194, -2.6123], [-0.8160, -1.9093, -2.1395], [0.1562, -1.9054, -3.1811], [-2.3724, -2.7658, -3.2937], [-2.9465, -2.0602, -1.8066], [-2.5355, -1.0187, -3.1643], [-0.6722, -2.7780, -1.4941], [-0.6395, -1.0185, -1.5292], [-0.3409, -1.8590, -4.0091], [2.0322, 2.4039, 3.3117], [1.0956, 2.0870, 2.1792], [0.1382, 0.5130, 2.4856], [2.8427, 1.6777, 3.3260], [1.6494, 2.4551, 4.3358], [2.4190, 3.4135, 3.1671], [0.3916, 2.8497, 1.8861], [1.6680, 1.7483, 1.3191], [0.1834, 0.0860, 1.2193]],
  "mulliken_charge": [-1.23, 0.01, -0.51, 0.35, 0.36, 0.35, 0.24, 0.14, 0.31, -0.99, -0.41, -0.21, 0.30, 0.32, 0.29, 0.36, 0.27, 0.07]
}


--- ii ---
{
  "formula": "C4H12OS",
  "method": "ωB97M-V with the def2-TZVPD basis set",
  "species": ["C", "C", "O", "H", "H", "H", "H", "H", "H", "C", "C", "S", "H", "H", "H", "H", "H", "H"],
  "xyz": [[1.4710, 0.9342, 2.8305], [0.4710, 1.6169, 1.9237], [0.8764, 1.5125, 0.5781], [1.3114, -0.1403, 2.8891], [1.5634, 1.3606, 3.8267], [2.4687, 1.0764, 2.3943], [-0.4907, 1.1159, 2.1281], [0.3051, 2.6576, 2.2165], [0.5764, 2.2934, 0.1232], [-1.7283, -0.7969, -1.5102], [-1.0173, -1.8194, -2.3549], [0.7930, -1.2879, -2.4476], [-1.6965, -1.0591, -0.4561], [-1.2085, 0.1653, -1.5458], [-2.7154, -0.6168, -1.9340], [-1.3137, -1.9679, -3.3881], [-0.8910, -2.8248, -1.9596], [1.2250, -2.2196, -3.3139]],
  "mulliken_charge": [-1.04, -0.16, -0.50, 0.26, 0.33, 0.29, 0.21, 0.32, 0.28, -0.95, -0.37, -0.23, 0.28, 0.27, 0.30, 0.32, 0.30, 0.10]
}


Order of stability, best first: i, ii


--- i ---
{
  "formula": "C2H4N2S",
  "method": "ωB97M-V with the def2-TZVPD basis set",
  "species": ["C", "C", "N", "N", "S", "H", "H", "H", "H"],
  "xyz": [[-1.4628, 0.7544, 0.1436], [-0.3086, 0.3936, 0.8947], [-2.2832, 1.2244, -0.5064], [0.4654, -1.0030, -0.4766], [0.9775, 1.5412, 1.1476], [-0.5042, -0.2870, 1.6088], [0.2893, -0.5574, -1.3660], [-0.2695, -1.7322, -0.5168], [0.4835, 2.6972, 0.4443]],
  "mulliken_charge": [0.17, -0.02, -0.34, -0.62, -0.17, 0.30, 0.25, 0.24, 0.19]
}


--- ii ---
{
  "formula": "C2H4N2S",
  "method": "ωB97M-V with the def2-TZVPD basis set",
  "species": ["C", "N", "N", "C", "S", "H", "H", "H", "H"],
  "xyz": [[0.1258, 1.6121, 0.7768], [-0.2371, 0.3951, 0.6778], [0.0953, -0.2869, -0.4453], [-0.2989, -1.5794, -0.5964], [-1.2755, -2.4730, 0.3552], [0.8795, 2.1203, 0.1388], [-0.3031, 2.1233, 1.6364], [0.8838, 0.0969, -1.0391], [0.1302, -2.0082, -1.5041]],
  "mulliken_charge": [-0.27, -0.42, 0.09, -0.19, -0.26, 0.20, 0.26, 0.31, 0.29]
}


Order of stability, best first: ii, i


--- i ---
{
  "formula": "C2H4N2S",
  "method": "ωB97M-V with the def2-TZVPD basis set",
  "species": ["C", "C", "N", "N", "S", "H", "H", "H", "H"],
  "xyz": [[2.4286, 0.4081, 0.5513], [-1.8519, -0.0949, 0.1517], [3.0599, 0.6648, -0.3958], [-0.6934, -0.7552, -0.3126], [0.4480, -1.0509, 0.6379], [-2.0198, 0.8021, -0.5050], [-2.8043, -0.7645, -0.0084], [-1.7961, 0.2576, 1.2641], [3.2290, 0.5330, -1.3832]],
  "mulliken_charge": [-0.01, -0.52, -0.25, -0.22, -0.01, 0.22, 0.22, 0.28, 0.29]
}


--- ii ---
{
  "formula": "C2H4N2S",
  "method": "ωB97M-V with the def2-TZVPD basis set",
  "species": ["C", "C", "H", "H", "H", "H", "N", "N", "S"],
  "xyz": [[-1.0293, -0.0466, 0.0263], [0.2727, -0.6258, 0.0547], [-1.3925, 1.7523, 0.2304], [0.2060, 1.4403, 0.9386], [-2.6363, -1.6050, -0.3159], [0.3081, -1.8291, 0.6440], [-0.6813, 1.3207, -0.1138], [-2.2174, -0.5126, -0.0261], [1.7716, -0.0863, -0.0627]],
  "mulliken_charge": [0.61, -0.26, 0.29, 0.29, 0.29, 0.18, -0.57, -0.63, -0.20]
}


Order of stability, best first: i, ii


--- i ---
{
  "formula": "C2H4N2S",
  "method": "ωB97M-V with the def2-TZVPD basis set",
  "species": ["C", "C", "N", "N", "S", "H", "H", "H", "H"],
  "xyz": [[1.1711, -1.1932, -0.0769], [-1.2495, 0.5942, -0.0933], [1.7555, -0.1421, 0.1476], [-2.3904, 1.0767, 0.1306], [-1.0976, -1.1696, 0.1348], [1.6044, -2.1672, -0.2700], [-0.2106, 0.9755, -0.4078], [2.7347, -0.1073, 0.4241], [-2.3176, 2.1331, 0.0110]],
  "mulliken_charge": [-0.03, 0.13, -0.49, -0.56, -0.19, 0.37, 0.25, 0.26, 0.25]
}


--- ii ---
{
  "formula": "C2H4N2S",
  "method": "ωB97M-V with the def2-TZVPD basis set",
  "species": ["C", "N", "N", "C", "S", "H", "H", "H", "H"],
  "xyz": [[1.1289, -1.2146, -0.0293], [1.1754, 0.1032, -0.1164], [0.0612, 0.9556, -0.0782], [-1.2328, 0.7377, -0.0179], [-2.1610, -0.6201, -0.0663], [0.2357, -1.8079, 0.1822], [2.0817, -1.6991, -0.0510], [0.4322, 1.8612, 0.2152], [-1.7213, 1.6839, -0.0382]],
  "mulliken_charge": [-0.20, -0.63, 0.12, -0.03, -0.33, 0.20, 0.27, 0.28, 0.32]
}


Order of stability, best first: ii, i


--- i ---
{
  "formula": "H3N2OS",
  "method": "ωB97M-V with the def2-TZVPD basis set",
  "species": ["N", "N", "O", "S", "H", "H", "H"],
  "xyz": [[0.3045, -0.4499, -1.1221], [0.3768, 0.4302, -0.1911], [-0.0366, -0.3204, -2.3162], [-1.1756, 0.5271, 2.1999], [0.4304, -1.3607, -0.7315], [0.2763, 1.3053, -0.6836], [-0.1758, -0.1316, 2.8446]],
  "mulliken_charge": [0.40, -0.29, -0.63, -0.89, 0.25, 0.21, -0.05],
  "total_charge": -1
}


--- ii ---
{
  "formula": "H3N2OS",
  "method": "ωB97M-V with the def2-TZVPD basis set",
  "species": ["N", "N", "O", "S", "H", "H", "H"],
  "xyz": [[-0.7051, -0.5763, -0.1787], [-1.0444, 0.5731, -0.2749], [-2.1914, 1.0623, -0.4711], [1.7389, 1.2346, 0.5618], [-1.5195, -1.3142, -0.1945], [1.8286, 0.2354, -0.3204], [0.2715, 1.3320, 0.3736]],
  "mulliken_charge": [-0.52, 0.10, -0.70, -0.54, 0.19, 0.09, 0.37],
  "total_charge": -1
}


--- iii ---
{
  "formula": "H3N2OS",
  "method": "ωB97M-V with the def2-TZVPD basis set",
  "species": ["N", "N", "O", "S", "H", "H", "H"],
  "xyz": [[0.9504, 0.8147, 0.0202], [0.6637, -0.3379, 0.6530], [1.2442, -1.3028, 0.2593], [-1.8405, -0.3862, 0.2648], [1.1238, 0.6899, -0.9158], [0.4007, 1.6862, 0.1880], [-2.5423, -1.1640, -0.4695]],
  "mulliken_charge": [-0.35, 0.23, -0.50, -0.82, 0.22, 0.28, -0.07],
  "total_charge": -1
}


Order of stability, best first: ii, iii, i